Density functional theory data (ωB97M-V/def2-TZVPD) for C34H79N5O9Zn2 as an isolated structure in a non-equilibrium geometry.

Structure (ORCA input):
```
! RIJCOSX wB97M-V def2-TZVPD def2/J DEFGRID3
* xyz 0 1
Zn -1.3216 1.6211 -0.0791
Zn 0.6771 -0.4923 0.4333
O 0.3412 1.0212 -0.8103
H 0.7533 0.8288 -1.6301
O -0.7297 0.4933 1.5465
H -0.9275 0.0179 2.3275
C -3.9699 4.4996 1.9571
C -3.0156 4.9499 0.8533
C -2.6327 6.4109 1.0120
C -1.6438 6.7080 2.2600
C -0.4589 5.7644 2.1266
C -0.8565 4.2880 1.9253
N -1.8193 4.1231 0.7709
O -2.3599 2.8096 0.7073
C -1.3078 3.5727 3.2048
C 0.4061 3.5892 1.5017
C -3.7279 4.9046 -0.4845
H -3.7586 4.8838 2.9514
H -4.1766 3.4259 2.0473
H -4.9827 4.8607 1.6949
H -3.5285 6.9991 1.1192
H -2.0626 6.8039 0.1670
H -2.1306 6.5467 3.2309
H -1.3139 7.7593 2.1827
H 0.1737 5.7665 3.0320
H 0.2058 5.9864 1.2899
H -2.0380 2.7656 3.1125
H -1.6721 4.2806 3.9687
H -0.4409 3.0835 3.6552
H 0.3323 2.4957 1.5219
H 1.2488 3.8150 2.1549
H 0.7260 3.8944 0.5125
H -4.1425 3.9183 -0.7508
H -3.0886 5.1903 -1.3180
H -4.6172 5.5123 -0.5358
C -0.2081 -4.7493 0.8064
C 0.3753 -3.7104 1.6914
C 0.8572 -4.4469 3.0036
C 2.1645 -5.1582 2.8347
C 3.1943 -4.2503 2.1519
C 2.8122 -3.6093 0.8271
N 1.4839 -2.8534 1.0878
O 1.0520 -2.1979 -0.0747
C 2.7326 -4.5646 -0.3507
C 3.9076 -2.6188 0.5515
C -0.7630 -2.8739 2.2107
H -1.1326 -5.1474 1.2224
H 0.4280 -5.6259 0.6791
H -0.4956 -4.4265 -0.1900
H 0.1142 -5.1626 3.4050
H 1.0005 -3.6863 3.7790
H 2.0246 -6.0086 2.1434
H 2.4877 -5.5159 3.8158
H 4.1713 -4.7365 2.0223
H 3.3523 -3.3359 2.7226
H 2.8220 -5.6198 -0.0211
H 3.6480 -4.4461 -0.9410
H 1.8756 -4.5671 -1.0455
H 3.8813 -1.7959 1.2691
H 3.9400 -2.1798 -0.4526
H 4.8623 -3.1314 0.7417
H -1.4790 -3.5787 2.6792
H -1.3353 -2.2837 1.4912
H -0.3967 -2.2243 3.0182
C -4.5864 1.6262 -2.0236
C -3.3355 0.8556 -2.4686
C -2.4439 1.7189 -3.2154
O -2.1526 2.8141 -2.2991
C -1.0439 3.6164 -2.8184
N -2.6345 0.2041 -1.3639
H -5.5387 1.0934 -1.9326
H -4.6699 2.5245 -2.6367
H -4.3048 2.0339 -1.0450
H -3.6458 0.0220 -3.1443
H -2.8852 2.1333 -4.1374
H -1.5220 1.1189 -3.4543
H -1.1830 3.8725 -3.8776
H -0.1044 3.0842 -2.6012
H -1.0091 4.5655 -2.2684
H -2.1184 -0.6122 -1.7490
H -3.3429 -0.1916 -0.7442
C 3.4530 0.6455 -1.7870
O 3.6481 0.4101 -0.4142
C 3.7368 1.5724 0.4162
C 3.3925 1.1227 1.8540
N 2.0693 0.5815 2.0611
C 2.0611 -0.3878 3.2180
C 2.5269 0.1645 4.5246
O 1.8846 1.3628 4.8214
C 2.4448 2.0195 5.9150
H 2.6266 1.2881 -2.1093
H 3.3318 -0.3612 -2.1903
H 4.4083 0.9566 -2.2596
H 3.0840 2.3536 0.0369
H 4.7813 1.8673 0.4763
H 3.4739 1.9715 2.5678
H 4.1533 0.3815 2.1724
H 1.4508 1.3222 2.3397
H 2.7014 -1.2523 2.9226
H 1.0010 -0.6914 3.3037
H 3.5810 0.4415 4.3664
H 2.5135 -0.5326 5.3779
H 1.8859 2.9265 6.1195
H 3.5139 2.2374 5.7785
H 2.3350 1.3667 6.8066
C 1.7869 -3.4896 -6.0188
O 1.9698 -2.6468 -4.9461
C 1.2282 -2.9096 -3.7205
C 0.1025 -1.9834 -3.5463
N -0.7452 -2.3105 -2.4349
C -1.5320 -3.5164 -2.5511
C -2.4129 -3.6609 -3.7442
O -1.7159 -4.3523 -4.7275
C -2.5111 -4.4391 -5.8869
H 2.3756 -4.4320 -5.9852
H 2.1539 -2.9032 -6.8607
H 0.7409 -3.7728 -6.2429
H 1.9456 -2.9154 -2.8895
H 0.9110 -3.9540 -3.7861
H -0.4257 -1.8533 -4.5006
H 0.5157 -1.0053 -3.3216
H -0.1611 -2.3148 -1.6018
H -2.1515 -3.6121 -1.6478
H -0.9091 -4.4298 -2.6462
H -2.7847 -2.6874 -4.1314
H -3.3100 -4.2293 -3.4773
H -1.8582 -4.9023 -6.6365
H -2.8575 -3.4711 -6.2812
H -3.4108 -5.0468 -5.6900
*
```

Values from the calculation:
Molecular weight (g mol⁻¹): 832.8
Energy (eV): -159249.7743

Atom charges from the Mulliken analysis, given in e for atoms 1 to 5: Zn 2.387; Zn 3.489; O -1.182; H -0.680; O -1.880



Density functional theory data (ωB97M-V/def2-TZVPD) for a 9-piece molecular cluster, C34H80Cl10N4 overall in a non-equilibrium geometry.

Structure (ORCA input):
```
! RIJCOSX wB97M-V def2-TZVPD def2/J DEFGRID3
* xyz 0 1
C -0.1672 -0.9595 -2.4820
C -1.4695 -0.3822 -3.1580
N -2.7785 -0.8804 -2.6692
C -3.8416 -0.0674 -3.0413
C -3.9084 0.5482 -4.2924
C -2.9698 -2.3606 -2.9377
C -3.8861 -3.0280 -1.9320
H 0.5786 -0.3941 -2.8191
H -0.2057 -2.0408 -2.5111
H -0.3622 -0.7857 -1.3290
H -1.3656 -0.5130 -4.2794
H -1.2075 0.6617 -2.7578
H -3.7798 0.7440 -2.3484
H -4.7290 -0.4666 -2.4701
H -3.1618 0.5847 -4.9665
H -4.4997 1.4178 -4.5350
H -4.4749 -0.3731 -4.8152
H -2.0326 -2.9662 -3.0472
H -3.7056 -2.4646 -3.8419
H -3.7399 -3.9591 -1.8459
H -4.9416 -2.7834 -2.1168
H -3.6409 -2.5887 -0.9245
C -1.3627 -5.5158 4.1510
C -1.4140 -4.9295 2.7450
N -0.1111 -4.5452 2.1951
C 0.1984 -4.5665 0.9061
C -0.7739 -4.2079 -0.0247
C 0.3029 -3.2614 2.7913
C 1.7910 -2.9911 3.1916
H -0.6187 -6.3741 4.3857
H -2.2500 -6.0863 4.4974
H -1.1451 -4.5907 4.7095
H -2.1359 -4.1217 2.5180
H -1.8429 -5.6937 2.0274
H 0.2514 -5.6291 0.6663
H 1.2601 -4.3545 0.7258
H -1.9011 -4.1859 0.0633
H -0.6089 -4.7171 -0.9788
H -0.6631 -3.1999 -0.2354
H -0.3486 -3.0329 3.7334
H 0.1123 -2.6633 2.0959
H 2.0701 -3.8241 3.7317
H 2.0095 -2.0225 3.5021
H 2.2769 -3.2346 2.3091
C 3.7525 -3.2950 -4.9986
C 3.4564 -2.7150 -3.5699
N 3.6175 -3.7909 -2.6074
C 3.8741 -3.2508 -1.3430
C 3.0988 -2.1939 -0.7411
C 2.5175 -4.7388 -2.5555
C 3.0139 -5.9893 -1.8980
H 3.1613 -4.1324 -5.1874
H 4.7441 -3.7628 -4.8810
H 4.0473 -2.6067 -5.7011
H 2.2625 -2.2974 -3.4774
H 3.9452 -1.7801 -3.3586
H 4.6666 -2.6207 -1.3741
H 3.9470 -4.2162 -0.5515
H 2.2728 -1.7234 -1.0718
H 3.5943 -1.5863 -0.1422
H 2.2550 -2.6554 0.0591
H 2.1992 -4.8877 -3.5708
H 1.5471 -4.3923 -1.8729
H 3.0884 -5.8142 -0.9139
H 3.9732 -6.3192 -2.1463
H 2.2987 -6.7833 -1.8658
C -2.6570 5.7052 1.6730
C -2.1285 5.0898 0.4062
N -0.7895 5.6146 -0.1884
C -0.1605 4.7262 -1.0799
C -0.6997 3.9682 -1.9889
C -0.9463 6.8892 -0.8475
C 0.1963 7.8164 -1.0977
H -3.4237 5.3254 2.1868
H -2.9312 6.8629 1.5776
H -2.1241 5.8880 2.5732
H -2.7050 4.9694 -0.4652
H -1.8850 3.8481 0.2369
H 0.1950 3.8616 -0.3147
H 0.9501 5.0471 -1.2306
H -1.6309 3.6516 -1.8898
H -0.0603 3.1228 -2.1542
H -0.7758 4.6492 -2.8804
H -1.5924 7.4843 -0.3137
H -1.3605 6.4380 -1.8722
H 0.4602 8.1995 -0.1494
H -0.2525 8.5261 -1.7115
H 1.0236 7.3093 -1.4910
Cl -0.4579 1.4971 2.5650
C 0.0779 0.8150 0.9979
C 1.6382 1.2425 0.6484
Cl 2.7431 1.0924 1.9768
H -0.7034 0.7102 0.2539
H 0.0843 -0.2838 1.1878
H 1.7404 2.2923 0.2273
H 1.9241 0.6834 -0.1938
Cl 6.2456 3.2031 -3.2900
C 5.0982 3.2192 -1.9295
C 4.8156 1.8705 -1.2481
Cl 4.0803 0.7813 -2.4367
H 4.0716 3.4653 -2.2124
H 5.4476 3.9383 -1.1327
H 3.9045 2.1345 -0.4809
H 5.7327 1.2709 -0.7293
Cl -3.5306 1.0661 0.3509
C -4.6605 -0.2522 1.0303
C -3.7953 -1.0552 2.1093
Cl -5.0381 -1.9808 3.0860
H -4.9677 -0.8822 0.1482
H -5.6700 0.1064 1.4825
H -3.1923 -0.2981 2.7642
H -3.1567 -1.5380 1.7417
Cl 2.9582 4.7616 0.7796
C 2.6774 4.7016 2.5158
C 1.1782 4.8053 2.7750
Cl 0.7900 4.2629 4.4725
H 3.3743 5.6017 2.8292
H 3.1581 3.8017 2.9630
H 0.7950 3.9312 2.3196
H 0.7547 5.8520 2.7501
Cl -0.7050 1.6715 8.4424
C -0.8461 2.0016 6.6923
C -2.0159 1.2584 6.0620
Cl -1.7078 -0.4604 6.0504
H 0.2534 1.8036 6.1869
H -0.9723 3.1193 6.5920
H -2.0766 1.5483 4.9924
H -2.8906 1.6056 6.8640
*
```

Values from the calculation:
Molecular weight (g mol⁻¹): 899.6
Energy (eV): -167720.3146

Atom charges from the Mulliken analysis, given in e for atoms 1 to 5: C -0.619; C -0.688; N 0.875; C -0.822; C -1.381



Orbital gap
In order: 0.27039; 0.30589
Unit: Ha